No. 1
C25H25BN6NiO2S2 as an isolated structure. Source: the OMol25 dataset; level of theory: wB97M-V/def2-TZVPD.

Properties
⟨S²⟩: 2.011
Multiplicity: 3
Electronic energy: -102759.4536 eV
E_HOMO (spin up / spin down): -0.266 / -0.278 hartree

Atoms and positions in Å:
1 Ni -0.5099 -0.6063 -1.5947
2 C -2.6741 -1.6475 -3.8144
3 O -2.3927 -0.9366 -2.6051
4 C -3.4559 -0.4919 -1.8458
5 C -4.7775 -0.7378 -2.1735
6 C -5.7881 -0.2604 -1.3484
7 C -5.4752 0.4678 -0.2117
8 C -4.1487 0.7235 0.1027
9 C -3.1261 0.2408 -0.7016
10 N -1.7396 0.4741 -0.4779
11 N -1.4756 0.9886 0.6479
12 C -0.2169 1.3218 0.9992
13 C 0.9235 1.2200 0.1330
14 O 0.8650 0.7539 -1.0424
15 C 2.1949 1.6816 0.6337
16 C 2.3289 2.1496 1.8864
17 C 1.2237 2.2251 2.7999
18 C 1.3996 2.6909 4.1149
19 C 0.3438 2.7585 4.9868
20 C -0.9319 2.3685 4.5539
21 C -1.1288 1.9171 3.2685
22 C -0.0524 1.8242 2.3616
23 H -3.2637 -1.0272 -4.4869
24 H -3.2016 -2.5748 -3.5957
25 H -1.7139 -1.8679 -4.2658
26 H -5.0330 -1.2978 -3.0633
27 H -6.8212 -0.4636 -1.6031
28 H -6.2634 0.8431 0.4282
29 H -3.8837 1.3089 0.9709
30 H 3.0393 1.6110 -0.0417
31 H 3.3065 2.4691 2.2357
32 H 2.3905 3.0016 4.4312
33 H 0.4910 3.1157 5.9989
34 H -1.7703 2.4249 5.2383
35 H -2.1127 1.6204 2.9339
36 C -0.7892 -1.5036 2.6784
37 N 0.5056 -1.6238 2.0280
38 C 1.7272 -1.3302 2.6061
39 C 2.6631 -1.6176 1.6783
40 N 2.0289 -2.0757 0.5376
41 B 2.8019 -2.6116 -0.7399
42 N 3.0744 -1.4298 -1.7511
43 C 4.2015 -0.6322 -1.6876
44 C 4.1130 0.3146 -2.6420
45 N 2.9231 0.0854 -3.3058
46 C 2.3462 0.9423 -4.3255
47 C 2.2952 -0.9794 -2.7509
48 S 0.7866 -1.6111 -3.3022
49 C 0.7030 -2.0948 0.7720
50 S -0.5510 -2.6055 -0.2898
51 H -0.6514 -0.9719 3.6167
52 H -1.2124 -2.4877 2.8680
53 H -1.4771 -0.9502 2.0442
54 H 1.8121 -0.9277 3.6018
55 H 3.7355 -1.5215 1.7268
56 H 3.8903 -2.9642 -0.3381
57 H 2.1608 -3.4760 -1.2671
58 H 4.9781 -0.8171 -0.9634
59 H 4.7814 1.1141 -2.9154
60 H 3.0114 1.7882 -4.4795
61 H 1.3741 1.2989 -3.9962
62 H 2.2182 0.3991 -5.2574

***

No. 2
C25H25ClN2O4Zr as an isolated structure. Source: the OMol25 dataset; level of theory: wB97M-V/def2-TZVPD.

Properties
Electronic energy: -51296.4582 eV
E_HOMO: -0.515 hartree
Total charge: +2

Atoms and positions in Å:
1 Zr -0.5169 -0.6047 -0.3189
2 C -0.9018 0.3775 4.1885
3 C -0.5457 0.4274 2.8389
4 N -0.5484 -0.6469 2.0626
5 C -0.9163 -1.8382 2.5981
6 C -1.3074 -1.9804 3.9298
7 C -1.2879 -0.8229 4.7314
8 C -1.6930 -3.2750 4.4172
9 C -1.6766 -4.3514 3.6032
10 C -1.2806 -4.2277 2.2283
11 C -1.2379 -5.3150 1.3312
12 C -0.8547 -5.1141 0.0285
13 C -0.5372 -3.8233 -0.3954
14 N -0.5650 -2.7806 0.4282
15 C -0.9055 -2.9818 1.7310
16 H -0.8764 1.2812 4.7799
17 H -0.2555 1.3641 2.3781
18 H -1.5792 -0.8886 5.7723
19 H -1.9955 -3.3701 5.4518
20 H -1.9631 -5.3279 3.9709
21 H -1.5120 -6.3037 1.6780
22 H -0.8115 -5.9297 -0.6784
23 H -0.2727 -3.6187 -1.4262
24 C 3.5276 1.3555 0.2614
25 C 2.7050 0.1387 0.1088
26 C 3.3445 -1.1824 -0.1331
27 O 1.4661 0.2077 0.1858
28 H 4.1897 1.2248 1.1232
29 H 2.9203 2.2476 0.3799
30 H 4.1890 1.4491 -0.6046
31 H 4.4291 -1.1375 -0.1118
32 H 3.0101 -1.5333 -1.1151
33 H 2.9843 -1.9016 0.6052
34 C -1.0164 0.0887 -3.8663
35 C 0.1376 0.1411 -2.8866
36 C 1.4909 0.2998 -3.5431
37 O 0.1394 -1.0675 -2.0729
38 H -1.0613 1.0070 -4.4504
39 H -1.9669 -0.0370 -3.3448
40 H -0.8827 -0.7527 -4.5464
41 H -0.0258 1.0116 -2.2091
42 H 1.6803 -0.5526 -4.1957
43 H 2.2885 0.3544 -2.8007
44 H 1.5175 1.2099 -4.1410
45 Cl -8.3581 2.4338 -1.1347
46 C -6.7809 1.7985 -0.9427
47 C -6.5942 0.4171 -0.9637
48 C -5.3243 -0.0928 -0.8094
49 C -4.2424 0.7774 -0.6318
50 C -4.4413 2.1623 -0.6139
51 C -5.7105 2.6740 -0.7696
52 C -2.9174 0.2413 -0.4745
53 O -1.8759 1.0108 -0.2958
54 O -2.6456 -1.0119 -0.5055
55 H -7.4442 -0.2356 -1.1017
56 H -5.1568 -1.1610 -0.8261
57 H -3.5984 2.8262 -0.4792
58 H -5.8869 3.7400 -0.7605

***

No. 3
C25H25GeNO5Ru as an isolated structure. Source: the OMol25 dataset; level of theory: wB97M-V/def2-TZVPD.

Properties
⟨S²⟩: 6.019
Multiplicity: 5
Electronic energy: -97152.9704 eV
E_HOMO (spin up / spin down): -0.285 / -0.333 hartree

Atoms and positions in Å:
1 Ru -0.3187 1.0698 0.4712
2 O 0.8623 0.2023 2.5806
3 C -0.1536 -0.4127 3.3747
4 C -1.0670 -1.2880 2.5461
5 N -1.6239 -0.5868 1.3697
6 C -1.6469 -1.5153 0.2219
7 C -0.2123 -1.7551 -0.2112
8 O 0.1858 -2.8364 -0.5663
9 O 0.5325 -0.6577 -0.2041
10 C -2.9362 0.0282 1.6096
11 C -3.2737 1.0767 0.5464
12 O -4.3844 1.5705 0.5787
13 O -2.3198 1.3897 -0.2774
14 H 1.3906 -0.4730 2.1322
15 H -0.7082 0.4059 3.8332
16 H 0.2934 -1.0043 4.1767
17 H -1.8786 -1.6674 3.1760
18 H -0.5102 -2.1587 2.1943
19 H -2.1877 -1.0313 -0.5916
20 H -2.1334 -2.4593 0.4740
21 H -2.9114 0.5402 2.5739
22 H -3.7342 -0.7183 1.6449
23 C 0.9042 1.9115 -0.7993
24 Ge 1.6271 3.0944 0.5284
25 C -0.1161 3.2128 1.5249
26 C -1.1579 3.8540 0.8291
27 C -2.3704 4.1262 1.4440
28 C -2.5648 3.7709 2.7694
29 C -1.5459 3.1561 3.4903
30 C -0.3345 2.8819 2.8749
31 C 2.0091 4.8780 -0.1027
32 C 1.9846 5.1696 -1.4647
33 C 2.2561 6.4567 -1.9153
34 C 2.5508 7.4612 -1.0055
35 C 2.5752 7.1809 0.3553
36 C 2.3061 5.8959 0.8041
37 C 3.0041 2.4328 1.6959
38 C 3.8314 1.3911 1.2778
39 C 4.8280 0.8989 2.1120
40 C 5.0091 1.4467 3.3739
41 C 4.1933 2.4863 3.8012
42 C 3.1960 2.9750 2.9677
43 H 1.3841 1.3307 -1.5781
44 H -1.0236 4.1066 -0.2158
45 H -3.1754 4.5755 0.8790
46 H -3.5212 3.9604 3.2401
47 H -1.6993 2.8908 4.5296
48 H 0.4609 2.4060 3.4336
49 H 1.7450 4.3916 -2.1809
50 H 2.2347 6.6741 -2.9758
51 H 2.7592 8.4647 -1.3547
52 H 2.8032 7.9649 1.0666
53 H 2.3298 5.6943 1.8694
54 H 3.6901 0.9445 0.2992
55 H 5.4619 0.0883 1.7756
56 H 5.7854 1.0648 4.0248
57 H 4.3333 2.9167 4.7851
58 H 2.5644 3.7825 3.3226